Formula: C44H42As2N2OPdTe
Source: the Open Molecules 2025 dataset
Level of theory: the ωB97M-V functional and the def2-TZVPD basis

XYZ file:
```
93
Properties=species:S:1:pos:R:3
Pd -0.269 1.150 0.252
O -1.830 1.689 1.512
C -3.079 1.721 1.137
C -3.934 2.676 1.735
C -5.270 2.753 1.415
C -5.831 1.888 0.476
C -5.022 0.946 -0.121
C -3.662 0.834 0.194
C -2.878 -0.205 -0.464
N -1.594 -0.175 -0.790
C -1.309 -1.349 -1.450
C -2.431 -2.104 -1.528
N -3.412 -1.372 -0.900
H -3.492 3.349 2.459
H -5.886 3.505 1.893
H -6.875 1.966 0.207
H -5.444 0.296 -0.881
H -0.327 -1.555 -1.840
H -2.621 -3.071 -1.959
H -4.364 -1.652 -0.747
C 2.284 -2.098 -0.401
C 2.179 -0.626 -0.783
As 3.347 0.819 -0.066
C 4.881 -0.213 0.555
C 5.454 -1.168 -0.283
C 6.601 -1.851 0.094
C 7.206 -1.574 1.311
C 6.670 -0.595 2.134
C 5.523 0.087 1.755
C 2.387 1.154 1.614
C 2.486 0.383 2.766
C 1.695 0.658 3.874
C 0.797 1.715 3.858
C 0.720 2.524 2.736
C 1.514 2.253 1.618
As 2.517 -2.735 1.465
C 2.631 -4.599 0.884
C 1.552 -5.296 0.347
C 1.712 -6.594 -0.114
C 2.957 -7.208 -0.046
C 4.037 -6.522 0.486
C 3.873 -5.222 0.951
C 0.696 -2.772 2.187
C -0.212 -1.730 2.045
C -1.443 -1.745 2.689
C -1.783 -2.815 3.502
C -0.881 -3.859 3.666
C 0.346 -3.834 3.022
H 3.165 -2.546 -0.863
H 1.429 -2.640 -0.814
H 1.160 -0.270 -0.576
H 2.268 -0.535 -1.869
H 5.012 -1.381 -1.250
H 7.023 -2.596 -0.569
H 8.099 -2.109 1.609
H 7.146 -0.356 3.077
H 5.121 0.849 2.411
H 3.177 -0.447 2.810
H 1.775 0.027 4.752
H 0.169 1.916 4.716
H 0.036 3.360 2.703
H 1.518 2.974 0.804
H 0.576 -4.824 0.300
H 0.866 -7.129 -0.526
H 3.082 -8.222 -0.405
H 5.008 -6.997 0.544
H 4.719 -4.691 1.372
H 0.001 -0.866 1.426
H -2.109 -0.900 2.555
H -2.738 -2.834 4.012
H -1.131 -4.698 4.304
H 1.033 -4.661 3.166
C 2.765 7.771 0.721
C 2.083 6.608 0.057
C 0.769 6.279 0.352
C 0.128 5.195 -0.242
C -1.301 4.902 0.127
C 0.837 4.409 -1.165
Te -0.080 2.692 -1.990
C 2.163 4.733 -1.492
C 2.990 3.945 -2.471
C 2.758 5.827 -0.873
H 2.056 8.374 1.289
H 3.248 8.417 -0.014
H 3.539 7.428 1.412
H 0.217 6.885 1.064
H -1.676 5.652 0.825
H -1.421 3.917 0.589
H -1.943 4.901 -0.757
H 3.555 3.166 -1.955
H 3.699 4.601 -2.977
H 2.386 3.451 -3.229
H 3.783 6.077 -1.131
```

Properties
E_tot: -6754.0432 a.u.
2S+1: 3
Kohn-Sham gap (spin up / spin down): 7.60 / 5.73 eV
LUMO (spin up / spin down): 0.488 / -1.374 eV
E_HOMO (spin up / spin down): -0.261 / -0.261 Ha

***

Formula: C30H21AuCl5NP2
Source: the Open Molecules 2025 dataset
Level of theory: the ωB97M-V functional and the def2-TZVPD basis

XYZ file:
```
60
Properties=species:S:1:pos:R:3
Au -0.706 -0.202 2.030
N 0.294 0.448 -1.044
P -0.717 1.140 0.145
C -1.941 1.921 -0.958
C -1.510 2.912 -1.840
C -2.397 3.459 -2.752
C -3.718 3.026 -2.783
C -4.151 2.047 -1.905
C -3.263 1.495 -0.990
C 0.173 2.586 0.812
C 1.539 2.488 1.068
C 2.202 3.522 1.712
C 1.501 4.647 2.122
C 0.136 4.739 1.887
C -0.529 3.713 1.233
P 1.284 -0.965 -0.714
C 2.043 -1.088 -2.390
C 3.423 -1.220 -2.486
C 4.036 -1.309 -3.731
C 3.268 -1.257 -4.883
C 1.886 -1.124 -4.794
C 1.275 -1.042 -3.554
C 0.041 -2.309 -0.915
C 0.507 -3.605 -0.695
C -0.351 -4.689 -0.783
C -1.693 -4.492 -1.079
C -2.166 -3.208 -1.304
C -1.303 -2.123 -1.225
H 0.839 1.150 -1.537
H -0.486 3.265 -1.801
H -2.058 4.225 -3.437
H -4.411 3.463 -3.491
H -5.179 1.708 -1.932
H -3.598 0.735 -0.293
H 2.079 1.595 0.774
H 3.264 3.442 1.907
H 2.017 5.453 2.627
H -0.415 5.609 2.220
H -1.594 3.788 1.044
H 4.022 -1.257 -1.583
H 5.111 -1.416 -3.803
H 3.742 -1.320 -5.855
H 1.285 -1.094 -5.694
H 0.198 -0.948 -3.483
H 1.553 -3.766 -0.452
H 0.024 -5.690 -0.613
H -2.365 -5.338 -1.138
H -3.210 -3.048 -1.543
H -1.682 -1.132 -1.438
Cl 1.763 -2.547 2.692
C 0.820 -2.012 4.038
C -0.237 -1.130 3.820
C -0.958 -0.767 4.959
Cl -2.302 0.321 4.771
C -0.661 -1.229 6.237
Cl -1.597 -0.741 7.598
C 0.411 -2.098 6.412
Cl 0.800 -2.692 7.978
C 1.161 -2.490 5.307
Cl 2.500 -3.551 5.526
```

Properties
E_tot: -4329.9728 a.u.
Kohn-Sham gap: 8.76 eV
LUMO: 0.273 eV
E_HOMO: -0.312 Ha

***

Formula: C4H13N3
Source: the Open Molecules 2025 dataset
Level of theory: the ωB97M-V functional and the def2-TZVPD basis

XYZ file:
```
20
Properties=species:S:1:pos:R:3
N -1.302 -0.782 -0.054
C 0.170 -0.319 -0.037
C 0.367 1.062 -0.698
C -0.640 2.165 -0.159
N -0.809 2.085 1.301
C 1.008 -1.391 -0.703
N 1.271 -2.460 0.193
H -1.495 -1.001 0.908
H -1.285 -1.686 -0.538
H 0.533 -0.281 0.980
H 1.410 1.374 -0.509
H 0.288 0.962 -1.830
H -1.621 1.945 -0.611
H -0.378 3.189 -0.478
H -0.088 1.660 1.922
H -1.529 1.443 1.533
H 1.959 -0.889 -1.067
H 0.510 -1.741 -1.628
H 0.609 -2.598 0.971
H 1.537 -3.382 -0.148
```

Properties
E_tot: -324.0993 a.u.
2S+1: 2
Kohn-Sham gap (spin up / spin down): 8.65 / 3.28 eV
LUMO (spin up / spin down): -3.804 / -9.137 eV
E_HOMO (spin up / spin down): -0.457 / -0.456 Ha
Total charge: +1

***

Formula: C6H14NO
Source: the Open Molecules 2025 dataset
Level of theory: the ωB97M-V functional and the def2-TZVPD basis

XYZ file:
```
22
Properties=species:S:1:pos:R:3
C -4.635 -1.041 -0.531
C -3.288 -0.253 -0.492
N -2.324 -1.033 0.185
C -1.103 -0.309 0.331
C 4.592 0.232 -0.237
C 3.452 0.322 0.741
C 2.350 1.275 0.587
O 1.459 1.539 1.382
H -5.033 -1.100 0.478
H -4.400 -1.963 -1.060
H -5.385 -0.497 -1.130
H -3.487 0.675 0.107
H -3.108 0.006 -1.567
H -1.232 0.780 0.547
H -0.468 -0.338 -0.593
H -0.511 -0.745 1.146
H 4.642 1.059 -0.945
H 4.573 -0.658 -0.871
H 5.497 0.182 0.366
H 3.484 -0.267 1.647
H 2.554 2.036 -0.194
H 2.369 0.100 0.106
```

Properties
E_tot: -366.8410 a.u.
Kohn-Sham gap: 3.74 eV
LUMO: 2.893 eV
E_HOMO: -0.031 Ha
Total charge: -1

***

Formula: C8H18N2PS2
Source: the Open Molecules 2025 dataset
Level of theory: the ωB97M-V functional and the def2-TZVPD basis

XYZ file:
```
31
Properties=species:S:1:pos:R:3
C 0.762 -0.349 1.753
C -0.222 1.101 -2.007
C 0.562 -2.215 3.294
C 1.537 -0.041 3.977
C -0.244 0.214 -4.284
C 1.646 -0.147 -2.772
C -1.775 -0.961 0.615
C -1.888 2.774 -0.743
N 0.934 -0.863 2.951
N 0.343 0.442 -2.977
P 0.951 0.943 0.671
S 0.022 -1.119 0.313
S -1.778 1.753 -2.248
H 0.094 -2.707 2.443
H 1.451 -2.783 3.575
H -0.131 -2.215 4.137
H 1.996 -0.682 4.726
H 2.299 0.604 3.540
H 0.784 0.585 4.462
H 0.530 -0.043 -5.002
H -0.760 1.117 -4.614
H -0.974 -0.598 -4.239
H 2.330 0.175 -3.558
H 1.579 -1.238 -2.795
H 2.041 0.172 -1.809
H -1.998 -1.214 1.646
H -2.256 -1.669 -0.054
H -2.104 0.045 0.380
H -2.939 2.887 -0.495
H -1.450 3.747 -0.943
H -1.343 2.285 0.059
```

Properties
E_tot: -1562.5125 a.u.
Kohn-Sham gap: 7.29 eV
LUMO: -3.811 eV
E_HOMO: -0.408 Ha
Total charge: +1

***

Formula: C6H7NO
Source: the Open Molecules 2025 dataset
Level of theory: the ωB97M-V functional and the def2-TZVPD basis

XYZ file:
```
15
Properties=species:S:1:pos:R:3
O -2.228 -1.187 -1.143
C -1.603 -0.556 -0.357
C -1.164 -0.761 1.037
C -0.125 0.322 0.806
C 1.252 -0.174 0.290
C 1.508 0.713 -0.879
C 0.321 1.042 -1.315
N -0.775 0.653 -0.473
H -2.012 -0.612 1.715
H -0.855 -1.762 1.301
H -0.038 1.074 1.530
H 2.128 -0.246 0.963
H 1.029 -1.189 0.037
H 2.520 0.922 -1.346
H 0.042 1.762 -2.167
```

Properties
E_tot: -362.7558 a.u.
Kohn-Sham gap: 9.75 eV
LUMO: 0.975 eV
SMILES string: O=C1C[C@H]2CC=CN12
E_HOMO: -0.322 Ha

***

Formula: C2H4O4P2
Source: the Open Molecules 2025 dataset
Level of theory: the ωB97M-V functional and the def2-TZVPD basis

XYZ file:
```
12
Properties=species:S:1:pos:R:3
C 0.515 -0.812 -1.165
C 0.484 0.023 1.230
O -0.132 2.275 -0.461
O -0.427 -2.598 1.023
O 2.354 1.446 -0.286
O -2.125 -0.737 0.335
P 0.690 1.049 -0.251
P -0.496 -1.221 0.385
H -0.039 -0.772 -2.175
H 0.317 0.509 2.221
H 2.522 0.662 0.238
H -2.042 -0.091 -0.276
```

Properties
E_tot: -1062.2547 a.u.
Kohn-Sham gap: 5.25 eV
LUMO: 6.845 eV
E_HOMO: 0.059 Ha
Total charge: -2

***

Formula: C3H7NOS
Source: the Open Molecules 2025 dataset
Level of theory: the ωB97M-V functional and the def2-TZVPD basis

XYZ file:
```
13
Properties=species:S:1:pos:R:3
C -2.902 0.914 -0.269
N -1.857 0.188 0.024
S -0.681 1.047 1.056
C 0.482 -0.215 0.945
O 1.309 0.427 -0.010
C 2.168 -0.575 -0.720
H -3.923 0.388 -0.699
H -2.989 1.936 0.167
H 1.040 -0.372 1.926
H 0.179 -1.201 0.574
H 1.365 -1.387 -1.416
H 2.805 0.104 -1.519
H 3.003 -1.253 -0.058
```

Properties
E_tot: -646.5353 a.u.
Kohn-Sham gap: 9.51 eV
LUMO: 0.841 eV
SMILES string: C=NSCOC
E_HOMO: -0.319 Ha